# 1
Below is a cluster of 8 separate species, C52H48NO30 in total at a distorted geometry, with properties calculated with ωB97M-V/def2-TZVPD.

Calculated total energy in eV: -117608.539
Total charge: +1
HOMO-LUMO gap in eV: 6.51
LUMO energy in eV: -4.4

Cartesian coordinates (Å):
O 0.1248 -2.3868 0.7684
C -0.1611 -1.5756 -0.0769
C 0.4289 -0.1843 -0.0010
C -0.2410 0.6236 1.1621
C 0.8039 0.8335 2.2650
N 1.8078 1.8890 1.9069
C 1.2483 3.1317 1.3027
C 0.3072 2.8178 0.1480
C -0.8488 1.9631 0.7012
C -2.0168 1.8328 -0.2801
C -3.0728 0.7708 0.0920
C -3.5351 0.8292 1.5496
O -4.5860 1.7726 1.7028
H -0.8360 -1.7772 -0.9230
H 1.5054 -0.2250 0.1392
H 0.2358 0.3486 -0.9349
H -1.0105 -0.0191 1.5810
H 1.3559 -0.1010 2.3725
H 0.3289 1.0213 3.2273
H 2.5652 1.5266 1.3153
H 2.2627 2.1710 2.7769
H 0.7229 3.7414 2.0346
H 2.0857 3.7170 0.9187
H -0.1042 3.7370 -0.2679
H 0.8457 2.2974 -0.6461
H -1.1695 2.4928 1.6044
H -2.5440 2.7892 -0.3100
H -1.6257 1.6553 -1.2860
H -2.6654 -0.2267 -0.0890
H -3.9647 0.9131 -0.5166
H -2.7220 1.0143 2.2545
H -3.9356 -0.1599 1.8064
H -5.1440 1.4476 2.4160
C 2.0417 -4.2940 2.8049
C 2.5126 -5.5496 2.7410
C 3.8882 -5.9084 3.2395
O 4.2371 -7.0685 3.1661
C 4.7221 -4.8424 3.7773
C 4.2497 -3.5935 3.8321
C 2.8692 -3.2407 3.3583
O 2.5156 -2.0717 3.4569
O 4.9717 -2.5765 4.3081
O 1.8120 -6.5561 2.2425
H 1.0571 -4.0242 2.4494
H 5.7159 -5.0976 4.1194
H 4.4060 -1.7862 4.2421
H 2.3775 -7.3496 2.3174
C 7.9079 -2.7092 6.4017
C 8.3818 -3.9589 6.3409
C 9.7546 -4.3153 6.8385
O 10.1005 -5.4783 6.7621
C 10.5872 -3.2515 7.3776
C 10.1136 -1.9992 7.4373
C 8.7298 -1.6497 6.9610
O 8.3640 -0.4929 7.0618
O 10.8205 -0.9815 7.9165
O 7.6734 -4.9696 5.8427
H 6.9196 -2.4511 6.0475
H 11.5786 -3.5133 7.7190
H 10.2472 -0.1947 7.8492
H 8.2375 -5.7641 5.9193
C -8.0060 -0.2572 1.8707
C -8.8702 -1.1673 1.3958
C -9.2302 -2.4077 2.1717
O -10.0329 -3.1723 1.6756
C -8.5973 -2.6190 3.4635
C -7.7373 -1.7090 3.9367
C -7.3969 -0.4615 3.1682
O -6.6185 0.3247 3.6887
O -7.1254 -1.8363 5.1103
O -9.4700 -1.0457 0.2228
H -7.7441 0.6378 1.3229
H -8.8501 -3.5177 4.0079
H -6.5674 -1.0434 5.2159
H -10.0411 -1.8317 0.1195
C -6.4363 1.1478 -3.5495
C -7.0328 0.6675 -4.6483
C -6.5791 1.0489 -6.0317
O -7.1614 0.5480 -6.9755
C -5.4786 1.9858 -6.1601
C -4.8855 2.4716 -5.0610
C -5.3229 2.0670 -3.6798
O -4.7153 2.5293 -2.7269
O -3.8710 3.3263 -5.0998
O -8.0565 -0.1764 -4.6028
H -6.7532 0.8765 -2.5525
H -5.1677 2.2631 -7.1573
H -3.6354 3.5226 -4.1718
H -8.2928 -0.3646 -5.5320
C 1.5664 4.8974 -2.8905
C 0.4843 4.3395 -3.4512
C -0.9077 4.7982 -3.1159
O -1.8339 4.2381 -3.6713
C -1.0739 5.8625 -2.1432
C 0.0074 6.4241 -1.5832
C 1.4030 5.9792 -1.9326
O 2.3331 6.5392 -1.3821
O -0.0682 7.3973 -0.6854
O 0.5561 3.3446 -4.3279
H 2.5770 4.5679 -3.1169
H -2.0814 6.1709 -1.8991
H 0.8512 7.6279 -0.4488
H -0.3649 3.1337 -4.5813
C -2.6323 -1.9061 -6.1845
C -1.8677 -2.9974 -6.3446
C -1.0082 -3.5366 -5.2315
O -0.3541 -4.5353 -5.4456
C -1.0016 -2.8274 -3.9559
C -1.7684 -1.7446 -3.8036
C -2.6408 -1.2195 -4.9097
O -3.2972 -0.2189 -4.6715
O -1.8230 -1.0320 -2.6732
O -1.8093 -3.6734 -7.4810
H -3.2499 -1.5081 -6.9776
H -0.3686 -3.2151 -3.1695
H -2.4777 -0.3226 -2.8479
H -1.1903 -4.4145 -7.3341
C 3.7793 2.4997 -2.0835
C 4.4949 2.8109 -3.1803
C 5.6576 1.9564 -3.6232
O 6.2440 2.2887 -4.6297
C 6.0054 0.7916 -2.8200
C 5.2856 0.4930 -1.7319
C 4.1175 1.3345 -1.3106
O 3.4810 0.9969 -0.3143
O 5.5524 -0.5583 -0.9596
O 4.2507 3.8638 -3.9541
H 2.9449 3.0909 -1.7491
H 6.8487 0.1952 -3.1380
H 4.8924 -0.5604 -0.2450
H 4.9236 3.8279 -4.6665

---

# 2
Below is a cluster of 2 separate species, C2H2S3 in total at a distorted geometry, with properties calculated with ωB97M-V/def2-TZVPD.

Calculated total energy in eV: -34608.740
Total charge: 0
HOMO-LUMO gap in eV: 8.74
LUMO energy in eV: -0.2

Cartesian coordinates (Å):
C 0.0668 1.0251 0.3443
C -0.4283 -2.3071 -0.1399
S 0.7650 2.5012 -0.0921
S -1.3008 -1.8600 -1.3477
S 0.3743 -2.7867 1.0683
H 0.8413 0.5256 0.8480
H -0.3183 2.9020 -0.6808

---

# 3
Below is a structure of composition C5H6O, with properties calculated with ωB97M-V/def2-TZVPD.

Calculated total energy in eV: -7322.389
Total charge: 0
HOMO-LUMO gap (alpha / beta) in eV: 7.94 / 8.57
LUMO energy (alpha / beta) in eV: 0.1 / 0.4

Cartesian coordinates (Å):
C 2.3294 -1.2491 -0.4551
C 1.3713 -0.6132 -0.0999
C 0.2105 0.1520 0.3405
C -1.0603 -0.6274 0.2645
O -1.4600 -0.0448 -0.8319
C -0.4546 0.9208 -0.8160
H 3.1682 -1.8235 -0.7796
H 0.3917 0.6864 1.2762
H -1.6855 -1.2808 0.8574
H -1.8913 1.2888 1.3096
H -1.6257 1.7594 0.7710
H 0.0064 1.0906 -1.7872

---

# 4
Below is a cluster of 2 separate species, C3H9N2O3 in total at a distorted geometry, with properties calculated with ωB97M-V/def2-TZVPD.

Calculated total energy in eV: -12373.846
Total charge: +1
HOMO-LUMO gap in eV: 11.46
LUMO energy in eV: -3.1

Cartesian coordinates (Å):
O 2.8409 2.3255 0.4854
C 2.1232 1.8503 1.3164
C 0.8543 1.1270 0.9187
N 0.8033 1.1113 -0.5730
H 2.2966 1.8899 2.4005
H 0.8220 0.0987 1.2666
H -0.0022 1.6566 1.3302
H 0.5480 0.2049 -0.9562
H 0.0739 1.7396 -0.9170
H 1.6884 1.4659 -0.9369
N -2.1629 -2.5392 -0.2094
C -1.5674 -1.3550 -0.4257
O -0.8946 -1.2315 -1.6178
O -1.5413 -0.4278 0.3400
H -2.5661 -2.7202 0.6924
H -2.1545 -3.2763 -0.8877
H -1.1615 -1.9198 -2.2264

---

# 5
Below is a structure of composition C40H37N5O3PS4Sr, with properties calculated with ωB97M-V/def2-TZVPD.

Calculated total energy in eV: -109149.762
Total charge: -1
HOMO-LUMO gap in eV: 7.11
LUMO energy in eV: 1.7

Cartesian coordinates (Å):
Sr -1.0813 1.2076 -0.7693
O -4.4325 3.1216 0.0257
C -3.8546 2.3218 -0.7098
O -2.8954 2.5304 -1.5113
C -4.3365 0.8613 -0.6175
C -5.7181 0.6304 -0.3934
C -6.1698 -0.6495 -0.3222
C -5.2491 -1.7225 -0.4196
C -5.6240 -3.0816 -0.3210
C -4.6774 -4.0671 -0.3752
C -3.3131 -3.7409 -0.5233
C -2.9265 -2.4355 -0.6345
C -3.8877 -1.4011 -0.5958
N -3.4595 -0.1087 -0.7172
H -6.3638 1.4894 -0.2852
H -7.2220 -0.8676 -0.1763
H -6.6713 -3.3298 -0.1915
H -4.9746 -5.1048 -0.2896
H -2.5592 -4.5174 -0.5271
H -1.8790 -2.1726 -0.7287
C 4.8517 0.8866 -2.7300
C 3.9598 0.8558 -1.5000
N 3.3546 2.1518 -1.1956
C 4.1303 3.0897 -0.3824
C 4.8028 4.1835 -1.2003
C 2.1273 2.4885 -1.6252
S 1.2427 1.4388 -2.6586
N 1.7057 3.7305 -1.2970
C 0.6443 3.9568 -0.5654
O 0.0155 3.1040 0.1298
C 0.1512 5.3750 -0.5210
C 0.9849 6.4425 -0.8377
C 0.5056 7.7423 -0.7902
C -0.8188 7.9810 -0.4459
C -1.6583 6.9167 -0.1489
C -1.1748 5.6164 -0.1770
H 5.2201 -0.1185 -2.9461
H 5.7178 1.5370 -2.5944
H 4.2875 1.2343 -3.5961
H 4.5216 0.5485 -0.6156
H 3.1539 0.1379 -1.6306
H 4.8791 2.4992 0.1471
H 3.4717 3.5277 0.3663
H 5.5255 3.7662 -1.9022
H 5.3327 4.8715 -0.5379
H 4.0587 4.7467 -1.7607
H 2.0095 6.2367 -1.1195
H 1.1642 8.5693 -1.0262
H -1.1978 8.9955 -0.4159
H -2.6969 7.0925 0.1011
H -1.8331 4.7839 0.0338
N -1.9012 -0.9657 6.5505
C -1.6138 0.2744 6.1290
S -1.3092 1.5128 7.1661
C -1.5819 0.4238 4.6419
C -1.8963 1.6421 4.0478
C -1.8857 1.7304 2.6673
N -1.5706 0.7045 1.8711
C -1.2617 -0.4562 2.4428
C -1.2551 -0.6436 3.8159
H -1.9223 -1.1500 7.5381
H -2.1500 -1.6931 5.9025
H -2.1472 2.4978 4.6568
H -2.1415 2.6628 2.1755
H -0.9991 -1.2822 1.7954
H -0.9485 -1.6164 4.1789
S -0.0927 -3.7798 1.8929
P 0.9071 -3.1057 0.3093
S 1.0664 -1.1496 -0.0604
C 0.2316 -3.9232 -1.1912
C -0.0792 -5.2807 -1.1457
C -0.5785 -5.9253 -2.2653
C -0.7815 -5.2178 -3.4448
C -0.4743 -3.8670 -3.4972
C 0.0348 -3.2231 -2.3760
C 2.6178 -3.7641 0.3249
C 3.4542 -3.4892 -0.7568
C 4.7518 -3.9703 -0.7802
C 5.2312 -4.7267 0.2840
C 4.4052 -4.9987 1.3625
C 3.0992 -4.5220 1.3815
H 0.0575 -5.8237 -0.2176
H -0.8186 -6.9806 -2.2184
H -1.1814 -5.7196 -4.3174
H -0.6299 -3.3046 -4.4095
H 0.2825 -2.1677 -2.4082
H 3.0831 -2.8836 -1.5761
H 5.3932 -3.7540 -1.6258
H 6.2479 -5.1003 0.2706
H 4.7740 -5.5844 2.1958
H 2.4390 -4.7312 2.2144

---

# 6
Below is a cluster of 14 separate species, C26H67BBr2N14O30Si in total at a distorted geometry, with properties calculated with ωB97M-V/def2-TZVPD.

Calculated total energy in eV: -258940.492
Total charge: 0
HOMO-LUMO gap in eV: 8.07
LUMO energy in eV: -0.8

Cartesian coordinates (Å):
C 3.6949 -0.0245 1.7813
O 2.7081 0.9836 1.5376
B 1.4932 0.7552 2.1109
O 1.4779 0.2374 3.4023
Si -0.2933 1.0401 1.1879
C -0.6753 -0.3012 -0.0777
C 0.2688 -0.5659 -1.2350
O 1.6075 -0.7687 -0.7854
C -0.2052 -1.8301 -1.9887
N 0.7583 -2.4119 -2.9256
O -1.3783 0.9073 2.4491
C -2.5096 0.0280 2.3304
C -3.5903 0.5181 1.3711
C -4.5360 1.5194 2.0752
C -4.3652 -0.6770 0.7878
C -5.2368 -0.1807 -0.3801
C -5.1536 -1.4645 1.8557
C -0.5271 2.8326 0.5558
Br -2.0105 3.7837 1.2712
C 0.2015 3.5134 -0.3256
C -0.0246 4.9266 -0.7892
Br 1.6826 2.6701 -1.1724
H 4.1895 0.1366 2.7377
H 4.4577 0.1195 1.0166
H 3.2264 -1.0024 1.6946
H 0.9201 -0.5471 3.4673
H -0.7437 -1.2330 0.4987
H -1.6676 -0.1559 -0.5067
H 0.1899 0.2477 -1.9623
H 2.1979 -0.2963 -1.3772
H -1.1543 -1.6271 -2.4841
H -0.4146 -2.5870 -1.2259
H 1.3497 -1.6892 -3.3250
H 1.4056 -2.9871 -2.3992
H -2.2047 -0.9986 2.1022
H -2.9536 -0.0361 3.3265
H -3.1554 1.0605 0.5249
H -5.5071 1.0841 2.2785
H -4.6815 2.4234 1.4856
H -4.1156 1.8543 3.0256
H -3.6193 -1.3405 0.3366
H -6.1427 -0.7694 -0.4974
H -5.5421 0.8588 -0.2466
H -4.6815 -0.2359 -1.3144
H -5.0640 -1.0386 2.8533
H -4.8372 -2.5075 1.8657
H -6.2132 -1.4796 1.5972
H -1.0554 5.0624 -1.1128
H 0.1821 5.6033 0.0414
H 0.6532 5.1655 -1.6038
C -6.8379 0.4656 -4.9988
N -6.8247 0.2799 -3.5247
O -7.2829 1.1652 -2.8300
O -6.3442 -0.7529 -3.1086
H -7.2850 1.4307 -5.2093
H -5.8054 0.4231 -5.3334
H -7.4144 -0.3473 -5.4374
C 5.0285 -2.0381 -1.1479
N 5.1948 -1.3281 -2.4431
O 6.3072 -0.9835 -2.7760
O 4.1803 -1.1242 -3.0836
H 5.9990 -2.1398 -0.6756
H 4.3576 -1.4348 -0.5438
H 4.5898 -3.0094 -1.3539
C 0.7347 -4.3033 1.2170
N -0.4536 -3.7668 1.9391
O -0.3173 -3.4572 3.1065
O -1.4836 -3.6682 1.3059
H 1.5667 -4.3458 1.9094
H 0.4761 -5.2908 0.8479
H 0.9409 -3.6294 0.3889
C 6.1218 -0.7077 5.4869
N 6.6867 -1.9647 4.9262
O 6.9802 -2.8618 5.6862
O 6.8044 -2.0080 3.7171
H 6.0535 -0.7914 6.5646
H 6.7801 0.1050 5.1954
H 5.1411 -0.5912 5.0346
C 0.2071 2.8614 4.6273
N 0.2153 4.0283 5.5513
O 0.4237 3.8225 6.7292
O 0.0117 5.1207 5.0611
H 0.4056 1.9632 5.1968
H -0.7705 2.8212 4.1526
H 0.9815 3.0372 3.8859
C -7.8098 1.8766 5.9549
N -7.0063 1.3980 4.7954
O -6.2676 0.4508 4.9724
O -7.1493 1.9951 3.7512
H -7.5782 1.2529 6.8098
H -7.5373 2.9128 6.1294
H -8.8557 1.8000 5.6745
C 8.6438 0.9592 -1.4377
N 9.2054 0.6721 -0.0887
O 8.5151 0.9277 0.8774
O 10.3181 0.1942 -0.0483
H 7.6524 1.3761 -1.3099
H 9.3098 1.6627 -1.9277
H 8.6100 0.0203 -1.9807
C -3.8391 7.5894 2.4019
N -4.7022 6.4542 1.9718
O -5.7092 6.7058 1.3483
O -4.3226 5.3436 2.2819
H -4.2933 8.5111 2.0590
H -3.7731 7.5524 3.4848
H -2.8602 7.4334 1.9581
C -9.0785 -1.1266 -9.0553
N -8.7602 -1.0712 -7.6024
O -9.6085 -0.6496 -6.8468
O -7.6570 -1.4572 -7.2678
H -10.0857 -0.7537 -9.1953
H -8.3474 -0.5105 -9.5695
H -8.9876 -2.1632 -9.3643
C -1.6053 2.7406 -3.4742
N -2.6897 1.7228 -3.5463
O -3.5929 1.9030 -4.3348
O -2.5922 0.7723 -2.7987
H -1.8230 3.5254 -4.1886
H -1.5922 3.1181 -2.4547
H -0.6696 2.2405 -3.7078
C 4.1402 0.6045 -5.6133
N 3.5944 1.8843 -6.1451
O 4.3591 2.8140 -6.2923
O 2.4050 1.9112 -6.3888
H 5.2012 0.7312 -5.4358
H 3.6110 0.3859 -4.6965
H 3.9480 -0.1629 -6.3572
C 5.1820 -6.3116 -1.8370
N 4.0061 -5.7710 -1.0971
O 4.1510 -5.5025 0.0785
O 2.9781 -5.6282 -1.7243
H 6.0151 -6.3788 -1.1476
H 4.9006 -7.2876 -2.2200
H 5.3916 -5.6286 -2.6550
C 8.7469 -4.6813 3.6117
N 9.2857 -5.9283 3.0019
O 9.5890 -6.8414 3.7390
O 9.3822 -5.9476 1.7902
H 8.7145 -4.8079 4.6861
H 9.4092 -3.8695 3.3267
H 7.7540 -4.5187 3.2072

---

# 7
Below is a structure of composition C3H5NOS at a distorted geometry, with properties calculated with ωB97M-V/def2-TZVPD.

Calculated total energy in eV: -17559.541
Total charge: 0
HOMO-LUMO gap in eV: 9.14
LUMO energy in eV: 0.4

Cartesian coordinates (Å):
C 1.9950 -0.0282 0.0648
C 0.4481 0.0417 -0.3782
C -1.9619 -0.1237 0.1042
H 2.1948 0.0235 1.3343
H 2.2904 -1.2218 -0.2781
H 2.8458 0.7807 -0.7630
H -2.9231 -0.4353 -0.4775
H -2.4591 -0.2126 1.0777
N -0.0659 1.2363 -0.2516
O -1.6208 1.1954 -0.1882
S -0.7432 -1.2560 -0.2443

---

# 8
Below is a cluster of 3 separate species, C5H12NO in total at a distorted geometry, with properties calculated with ωB97M-V/def2-TZVPD.

Calculated total energy in eV: -8901.323
Total charge: +1
HOMO-LUMO gap (alpha / beta) in eV: 7.76 / 5.35
2S+1: 3
LUMO energy (alpha / beta) in eV: -3.4 / -9.0

Cartesian coordinates (Å):
C -0.3233 -0.2320 1.5874
C 0.4631 -0.6045 0.3888
C 0.0304 -0.8016 -1.0035
C 0.4535 1.9920 0.7939
C -1.7147 2.0909 -2.0359
N 0.4011 0.7343 0.9261
O -1.0662 2.4128 -1.0994
H -1.4540 -0.1528 1.5427
H 0.0005 -0.5555 2.5748
H 1.3953 -1.0352 0.6032
H 0.4887 0.0554 -1.5660
H -1.0653 -0.9287 -1.1270
H 0.6092 -1.6886 -1.5231
H -0.0112 2.6464 1.5510
H 1.2179 2.2393 0.0592
H 2.2684 -4.8505 1.8790
H 2.4318 -5.2317 1.2275
H -1.8374 1.0406 -2.1890
H -2.2877 2.8696 -2.5898

---

# 9
Below is the ion C8H18N3S with charge +1 at a distorted geometry, with properties calculated with ωB97M-V/def2-TZVPD.

Calculated total energy in eV: -23881.600
Total charge: +1
HOMO-LUMO gap in eV: 8.81
LUMO energy in eV: -2.4

Cartesian coordinates (Å):
C 0.4468 -1.4050 0.7324
C 2.8779 -0.6118 -0.0606
C -0.1068 0.0259 0.3073
C -1.6349 -0.2911 -0.6103
C -2.2234 -1.6130 -0.7136
C -2.0657 0.6625 -1.7172
C -1.9773 0.0933 1.9258
C 3.1131 1.8775 -0.2411
N 1.0171 0.9747 0.3850
N -1.4056 0.5004 0.6261
N 2.1943 0.7203 -0.4211
S 1.8121 -2.0266 -0.2873
H 0.9264 -1.2146 1.7583
H -0.2040 -2.1983 0.9018
H 3.7772 -0.5426 -0.6530
H 3.2347 -0.5196 1.0361
H -2.7132 -2.0160 0.1875
H -1.6399 -2.4739 -1.1472
H -3.1105 -1.4735 -1.3717
H -1.3443 1.2939 -2.0995
H -2.7453 1.3000 -1.2034
H -2.4847 0.2776 -2.6445
H -1.7829 -0.8695 2.1808
H -1.5906 0.6582 2.6922
H -3.0304 0.3346 1.8309
H 2.7014 2.7581 -0.5707
H 3.4091 1.9501 0.8408
H 3.9353 1.6431 -0.8609
H -1.4705 1.5749 0.6117
H 2.0841 0.6103 -1.4147